[1]
{
  "formula": "C20H43CeOP3S",
  "method": "ωB97M-V/def2-TZVPD",
  "mol_weight_g_mol": 564.7,
  "multiplicity": 2,
  "gap_ev": [6.64, 6.68],
  "charge": 3,
  "e_lumo_ha": [-0.3443, -0.3427],
  "symbols": ["Ce", "P", "P", "P", "H", "C", "C", "H", "C", "C", "C", "C", "C", "C", "C", "C", "C", "H", "H", "H", "H", "H", "H", "H", "H", "H", "H", "H", "H", "H", "H", "H", "H", "H", "H", "H", "H", "H", "H", "H", "H", "H", "H", "H", "H", "H", "C", "C", "C", "C", "C", "C", "S", "H", "H", "H", "H", "H", "H", "C", "C", "C", "O", "H", "H", "H", "H", "H", "H"],
  "coordinates": [[-0.56, -1.46, 0.96], [-0.84, 1.34, 1.26], [-3.19, -1.11, -0.04], [3.70, 1.08, -0.98], [1.94, -2.87, -1.92], [1.57, -2.01, -1.34], [0.15, -2.22, -1.00], [-0.58, -1.94, -1.76], [-1.02, 2.51, -0.14], [-2.29, 1.71, 2.32], [0.51, 2.06, 2.27], [-3.60, -2.58, -1.07], [-4.52, -1.17, 1.21], [-3.72, 0.28, -1.10], [5.48, 1.12, -1.29], [3.52, 0.39, 0.69], [3.16, 2.81, -0.91], [2.29, -1.73, -0.56], [0.01, -3.28, -0.69], [-1.77, 3.28, 0.08], [-1.33, 1.97, -1.04], [-0.06, 3.00, -0.37], [-2.18, 2.72, 2.74], [-2.34, 0.99, 3.15], [-3.23, 1.64, 1.76], [0.13, 2.87, 2.90], [1.31, 2.46, 1.63], [0.94, 1.29, 2.92], [-4.11, -3.33, -0.44], [-2.68, -3.02, -1.47], [-4.26, -2.30, -1.91], [-5.45, -0.72, 0.83], [-4.21, -0.63, 2.12], [-4.71, -2.22, 1.48], [-4.76, 0.14, -1.44], [-3.08, 0.36, -1.99], [-3.65, 1.23, -0.55], [5.82, 2.14, -1.49], [5.68, 0.50, -2.17], [6.03, 0.71, -0.43], [4.47, 0.54, 1.23], [3.32, -0.69, 0.63], [2.70, 0.88, 1.23], [3.91, 3.44, -1.42], [3.05, 3.13, 0.14], [2.19, 2.92, -1.42], [0.73, -0.26, -3.48], [0.26, 1.06, -3.51], [-1.08, 1.29, -3.82], [-1.92, 0.24, -4.23], [-1.42, -1.06, -4.29], [-0.11, -1.31, -3.91], [2.35, -0.76, -3.05], [2.73, 0.34, -2.39], [0.95, 1.89, -3.30], [-1.48, 2.31, -3.82], [-2.95, 0.43, -4.56], [-2.01, -1.91, -4.64], [0.30, -2.31, -3.94], [2.27, -1.70, 4.41], [0.83, -1.64, 4.08], [-0.19, -1.53, 5.15], [0.47, -1.68, 2.87], [2.38, -1.98, 5.47], [2.72, -0.71, 4.26], [2.80, -2.43, 3.78], [-0.52, -0.49, 5.27], [-1.08, -2.15, 4.96], [0.27, -1.84, 6.09]]
}

[2]
{
  "formula": "C3H11ClN2Si",
  "method": "ωB97M-V/def2-TZVPD",
  "mol_weight_g_mol": 138.7,
  "gap_ev": 9.40,
  "charge": 0,
  "e_lumo_ha": 0.0255,
  "symbols": ["C", "C", "C", "N", "N", "Si", "Cl", "H", "H", "H", "H", "H", "H", "H", "H", "H", "H", "H"],
  "coordinates": [[-1.46, -1.39, -0.19], [-1.06, 1.36, 1.56], [-0.09, 1.12, -1.54], [1.36, -0.60, 0.77], [1.97, -1.40, -0.12], [-0.61, 0.35, 0.03], [3.05, -0.61, -1.50], [-2.47, -1.63, -0.44], [-0.80, -1.73, -0.97], [-1.19, -2.01, 0.66], [-2.14, 1.49, 1.94], [-0.61, 0.78, 2.37], [-0.63, 2.41, 1.58], [0.06, 0.29, -2.18], [-0.77, 1.86, -2.04], [0.82, 1.55, -1.38], [1.87, 0.16, 1.21], [2.70, -2.00, 0.23]]
}